Entry 1:
{"formula": "C17H46N2O6", "method": "ωB97M-V with the def2-TZVPD basis set", "homo_ha": -0.296, "orbital_gap_ev": 8.34, "spin_multiplicity": 1, "e_tot_ev": -33631.960, "total_charge": 0, "lumo_energy_ev": 0.28, "smiles": "CC1(C)CCCC(C)(C)N1O.COC[C@H](C)N.CO.CO.CO.CO", "de_lowest_kj_mol": 535.4, "symbols": ["C", "C", "C", "C", "C", "C", "N", "O", "C", "C", "C", "H", "H", "H", "H", "H", "H", "H", "H", "H", "H", "H", "H", "H", "H", "H", "H", "H", "H", "H", "C", "C", "C", "O", "C", "N", "H", "H", "H", "H", "H", "H", "H", "H", "H", "H", "H", "C", "O", "H", "H", "H", "H", "C", "O", "H", "H", "H", "H", "C", "O", "H", "H", "H", "H", "C", "O", "H", "H", "H", "H"], "xyz": [[2.44279, 1.59632, -0.03451], [2.56578, 0.19513, -0.67913], [1.57923, -0.83220, -0.11827], [0.18471, -0.88398, -0.69790], [0.22263, -0.80858, -2.29804], [1.14222, 0.23818, -2.80928], [2.47186, 0.14452, -2.15423], [3.40825, 1.04394, -2.69601], [1.51565, -0.14713, -4.29065], [0.53188, 1.63953, -2.74809], [3.94435, -0.26405, -0.31365], [1.46563, 2.07432, 0.03449], [3.08198, 2.29766, -0.57085], [2.85572, 1.58240, 0.97415], [2.01581, -1.82283, -0.24533], [1.46695, -0.64278, 0.94926], [-0.47951, -0.09725, -0.34019], [-0.42347, -1.75016, -0.43722], [-0.74192, -0.60899, -2.76485], [0.45879, -1.73684, -2.81829], [2.13522, 0.60668, -4.77646], [2.07985, -1.07088, -4.41888], [0.63477, -0.32053, -4.90878], [0.07739, 1.90317, -1.79308], [1.25757, 2.41427, -2.99563], [-0.21878, 1.67625, -3.53756], [4.66807, 0.53397, -0.47950], [4.21272, -1.15003, -0.88907], [3.91741, -0.65841, 0.70215], [4.07601, 0.42582, -3.00200], [-1.81555, -2.77670, 1.60477], [-0.27817, -2.61100, 1.65996], [0.26078, -2.68972, 3.08796], [1.69099, -3.00966, 3.09775], [2.55667, -1.93885, 2.59046], [0.37117, -3.67439, 0.93846], [-2.36605, -1.88367, 1.90063], [-2.13561, -3.73100, 2.02306], [-1.96062, -2.91648, 0.53355], [-0.10936, -1.61938, 1.24008], [-0.12813, -3.62303, 3.49513], [-0.03071, -1.95227, 3.83582], [3.43958, -1.71534, 3.18931], [1.98414, -1.02310, 2.73786], [2.82324, -2.05997, 1.54052], [-0.03214, -4.52699, 1.29971], [1.38028, -3.65168, 0.97415], [-3.20731, 3.68796, 1.52713], [-2.94099, 3.32801, 0.16406], [-4.29180, 3.61292, 1.44745], [-2.65771, 3.04077, 2.21064], [-2.88956, 4.70260, 1.76722], [-2.73520, 4.15535, -0.27726], [-4.90620, 0.47198, -1.58061], [-5.82835, 1.11864, -0.76097], [-4.45372, -0.36993, -1.05663], [-5.38809, -0.15135, -2.33384], [-4.16758, 1.14565, -2.01501], [-5.99696, 1.92852, -1.24806], [0.47610, 1.59199, 1.99985], [1.82252, 1.36026, 2.39659], [0.15048, 1.46087, 0.96792], [-0.04319, 0.75620, 2.46878], [0.17362, 2.56561, 2.38542], [1.89125, 0.86874, 3.21835], [-2.26629, 0.37649, 0.45493], [-1.74849, 1.42620, 1.32089], [-1.86903, 0.72915, -0.49686], [-1.89719, -0.64906, 0.46545], [-3.35523, 0.42399, 0.44747], [-2.07141, 2.24393, 0.93535]]}

---

Entry 2:
{"formula": "C17H20ClINO5Zr", "method": "ωB97M-V with the def2-TZVPD basis set", "homo_ha": -0.618, "orbital_gap_ev": 6.06, "spin_multiplicity": 1, "e_tot_ev": -51559.422, "total_charge": 3, "lumo_energy_ev": -10.77, "de_lowest_kj_mol": 26.8, "symbols": ["Zr", "C", "C", "O", "C", "C", "O", "C", "C", "O", "C", "C", "O", "H", "H", "H", "H", "H", "H", "H", "H", "H", "H", "H", "H", "H", "H", "H", "H", "Cl", "C", "C", "C", "I", "C", "O", "C", "N", "C", "C", "C", "C", "H", "H", "H", "H"], "xyz": [[-0.07512, 0.47202, -0.47324], [-2.39546, 1.55101, 1.18584], [-1.40075, 1.26173, 2.29558], [-0.23609, 0.55206, 1.70783], [1.00532, 0.74974, 2.47315], [2.16454, 0.28603, 1.61859], [1.98098, 0.78933, 0.25462], [2.62066, 2.01220, -0.25358], [1.55630, 3.04784, -0.54380], [0.49432, 2.41719, -1.34745], [-0.65753, 3.30062, -1.64605], [-1.56428, 3.34493, -0.42855], [-1.62951, 1.96364, 0.01463], [-3.08489, 2.34320, 1.47696], [-2.96104, 0.67377, 0.87283], [-1.83035, 0.63078, 3.07254], [-1.00361, 2.17828, 2.73321], [0.94748, 0.17230, 3.39649], [1.07055, 1.81372, 2.70829], [2.20313, -0.79840, 1.51735], [3.11544, 0.64247, 2.01404], [3.16122, 1.71452, -1.15122], [3.32830, 2.38398, 0.48731], [1.97517, 3.87348, -1.12063], [1.10199, 3.43223, 0.37258], [-1.13851, 2.84631, -2.51102], [-0.27306, 4.28280, -1.91767], [-2.56070, 3.68827, -0.70928], [-1.17683, 3.96818, 0.37898], [-0.97341, -6.42473, -0.97003], [-1.19106, -4.73319, -0.89774], [-2.44620, -4.20601, -0.75427], [-2.66218, -2.80228, -0.71786], [-4.57343, -2.06532, -0.51706], [-1.57628, -1.98159, -0.82041], [-1.61627, -0.60104, -0.83668], [-0.27462, -2.49181, -0.92649], [0.74151, -1.56201, -0.97055], [1.99507, -2.01590, -1.14050], [2.29659, -3.36351, -1.25336], [1.27882, -4.29909, -1.16778], [-0.04596, -3.87626, -0.99415], [-3.29310, -4.87444, -0.67943], [2.78071, -1.27184, -1.19003], [3.32229, -3.66843, -1.40221], [1.49981, -5.35679, -1.23975]]}

---

Entry 3:
{"formula": "C23H54BFO7P", "method": "ωB97M-V with the def2-TZVPD basis set", "homo_ha": -0.211, "orbital_gap_ev": 7.97, "spin_multiplicity": 1, "e_tot_ev": -51748.801, "total_charge": -1, "lumo_energy_ev": 2.22, "symbols": ["C", "C", "O", "O", "C", "C", "O", "B", "O", "O", "C", "O", "P", "F", "O", "H", "H", "H", "H", "H", "H", "H", "H", "H", "H", "H", "H", "C", "C", "C", "C", "C", "C", "H", "H", "H", "H", "H", "H", "H", "H", "H", "H", "H", "H", "H", "H", "C", "C", "C", "C", "C", "C", "H", "H", "H", "H", "H", "H", "H", "H", "H", "H", "H", "H", "H", "H", "C", "C", "C", "C", "C", "C", "H", "H", "H", "H", "H", "H", "H", "H", "H", "H", "H", "H", "H", "H"], "xyz": [[-4.83684, 1.95884, 0.03072], [-3.85818, 0.89480, -0.41550], [-3.23548, 0.23827, 0.36824], [-3.78789, 0.59876, -1.74233], [-3.71381, 1.65800, -2.69700], [-2.42953, 2.46827, -2.57494], [-1.34884, 1.54061, -2.48878], [-0.07060, 2.01646, -2.27673], [0.23365, 2.95569, -1.33565], [0.94906, 1.40267, -3.00245], [-2.27711, 3.36750, -3.83349], [-2.31165, 4.69617, -3.45367], [-2.80179, 5.00228, -1.83030], [-1.15788, 5.33229, -1.44579], [-2.52095, 3.28261, -1.48521], [-5.04886, 2.71188, -0.72195], [-5.75948, 1.46663, 0.34596], [-4.38666, 2.46688, 0.88093], [-3.81273, 1.18056, -3.67103], [-4.52673, 2.37216, -2.55403], [0.10327, 3.89370, -1.53394], [0.72852, 0.47320, -3.11964], [-1.35219, 3.14442, -4.38017], [-3.10351, 3.14457, -4.53139], [-4.18799, 4.70823, -2.13974], [-2.97950, 6.36888, -2.17422], [-3.09715, 5.16578, -0.45287], [6.32115, -2.47705, -2.69059], [5.49338, -2.40255, -1.41183], [3.98872, -2.31682, -1.65977], [3.53668, -1.07600, -2.43285], [3.92559, 0.25608, -1.79499], [3.31868, 0.46888, -0.41266], [6.19510, -1.58329, -3.30333], [7.38526, -2.57160, -2.46443], [6.02995, -3.34150, -3.29215], [5.82363, -1.54976, -0.81213], [5.69562, -3.29446, -0.81131], [3.46946, -2.35532, -0.69856], [3.66944, -3.20897, -2.20953], [2.44777, -1.11389, -2.53442], [3.93325, -1.11363, -3.45192], [3.58965, 1.06254, -2.44878], [5.01638, 0.33641, -1.73475], [2.22925, 0.42985, -0.45869], [3.59001, 1.44695, -0.01452], [3.65958, -0.28426, 0.30228], [-7.71833, 3.29269, 2.58155], [-8.33614, 2.08942, 3.28543], [-9.00949, 1.10551, 2.32944], [-10.17771, 1.68496, 1.52912], [-11.30608, 2.27307, 2.37510], [-11.97900, 1.25248, 3.28729], [-8.46935, 3.89092, 2.06256], [-7.21563, 3.94771, 3.29420], [-6.97673, 2.97665, 1.84625], [-9.05203, 2.43110, 4.03933], [-7.55370, 1.55618, 3.83141], [-9.34989, 0.23408, 2.89620], [-8.26109, 0.72964, 1.62505], [-10.58795, 0.89488, 0.89152], [-9.80675, 2.45563, 0.84856], [-12.05587, 2.70100, 1.70400], [-10.92769, 3.10515, 2.97522], [-12.38817, 0.42258, 2.70636], [-12.79966, 1.70506, 3.84633], [-11.27802, 0.83794, 4.01335], [6.79561, -3.44188, 2.60876], [7.92673, -3.16636, 1.62350], [8.24313, -4.35253, 0.71555], [8.72413, -5.61430, 1.43454], [9.97058, -5.42425, 2.29774], [11.19733, -4.98182, 1.50676], [7.04516, -4.25252, 3.29596], [6.57609, -2.55933, 3.21075], [5.88079, -3.71868, 2.07987], [8.82290, -2.85756, 2.16974], [7.64704, -2.31703, 0.99500], [8.99282, -4.04597, -0.01971], [7.34692, -4.60333, 0.14013], [8.92654, -6.38537, 0.68396], [7.91797, -6.00913, 2.05896], [10.19195, -6.36965, 2.80062], [9.76753, -4.69998, 3.09150], [11.43543, -5.70439, 0.72274], [12.07101, -4.89194, 2.15406], [11.04189, -4.01235, 1.03120]]}